(1)
The following is a DFT calculation (ωB97M-V with the def2-TZVPD basis set) of a cluster of 2 separate species, C10H9NO in total at a distorted geometry.

Geometry as XYZ:
```
21
Properties=species:S:1:pos:R:3:forces:R:3:nbo_charge:R:1
C 2.742 -1.046 -0.033 1.05 -2.75 0.06 -0.656
C 1.656 -0.010 -0.215 0.02 0.41 1.30 0.244
C 1.133 2.267 -0.078 -0.73 -3.54 0.63 0.001
C -0.198 2.063 0.073 -1.66 -0.37 -1.25 -0.242
C -0.777 0.714 -0.057 2.84 2.55 -0.29 -0.103
C -2.141 0.416 -0.141 2.43 -3.75 -0.16 0.296
C -2.458 -0.945 -0.133 0.02 0.78 0.79 -0.246
C -1.516 -1.938 0.015 3.76 0.95 -0.45 -0.207
C -0.108 -1.620 -0.069 -2.88 0.46 -0.02 -0.176
C 0.271 -0.258 -0.144 -2.36 -3.29 0.05 -0.087
H 2.916 -1.343 1.124 -0.79 0.60 -2.65 0.238
H 3.731 -0.607 -0.348 -1.19 -0.39 0.18 0.249
H 2.565 -2.074 -0.680 0.48 2.66 1.76 0.216
H 1.424 3.254 0.013 1.47 1.63 -0.15 0.196
H -0.831 2.968 0.025 0.19 -0.59 0.33 0.209
H -2.773 2.160 0.850 -1.73 -3.06 -4.04 0.428
H -3.507 -1.041 -0.024 -0.92 -0.96 -0.11 0.222
H -1.635 -2.955 0.253 -1.19 -1.08 -0.08 0.217
H 0.617 -2.420 -0.051 -0.09 0.09 0.10 0.213
N 2.042 1.199 -0.157 1.11 3.72 -0.29 -0.425
O -3.154 1.219 -0.221 0.17 5.93 4.30 -0.587
```
Forces are in eV/Å.

* gap between HOMO and LUMO: 7.06 eV
* E_HOMO: -8.14 eV

(2)
The following is a DFT calculation (ωB97M-V with the def2-TZVPD basis set) of the molecule C23H21N3O5S at a distorted geometry.

Geometry as XYZ:
```
53
Properties=species:S:1:pos:R:3:forces:R:3:nbo_charge:R:1
C 2.754 3.122 -1.225 -0.05 -0.07 0.14 -0.642
C 2.720 1.710 -0.765 0.40 0.01 -0.43 0.142
C 3.272 0.608 -1.340 0.04 0.19 0.30 -0.269
C 2.933 -0.517 -0.532 -0.18 0.62 0.60 -0.236
C 2.187 -0.028 0.538 0.17 -0.55 -0.24 0.238
N 2.058 1.313 0.378 0.28 -0.19 -0.11 -0.337
C 1.269 2.167 1.219 -0.63 0.07 0.17 -0.224
H 1.598 3.197 1.079 0.05 -0.07 0.05 0.219
H 1.424 1.889 2.266 0.01 0.13 -0.11 0.235
C -0.242 2.052 0.930 0.05 0.44 -0.44 0.032
C -0.918 3.414 0.739 0.51 -0.23 0.22 -0.079
H -0.786 4.011 1.655 0.00 0.00 -0.10 0.175
O -2.288 3.254 0.462 -0.42 -0.20 -0.02 -0.479
C -2.915 2.366 1.295 0.08 0.01 0.11 0.203
C -4.303 2.359 1.341 0.20 0.01 -0.06 -0.230
C -4.967 1.509 2.205 -0.09 0.03 -0.05 -0.225
C -4.250 0.670 3.043 0.04 -0.07 0.06 -0.229
C -2.870 0.650 2.987 0.09 0.20 -0.08 -0.260
C -2.196 1.481 2.101 0.01 0.03 -0.06 0.287
O -0.828 1.398 2.046 -0.31 -0.01 0.32 -0.517
H -2.290 -0.008 3.614 0.09 -0.10 0.05 0.228
H -4.766 0.024 3.736 -0.05 -0.07 0.07 0.215
H -6.045 1.512 2.233 -0.10 0.01 0.00 0.217
H -4.838 3.035 0.693 -0.07 0.10 -0.08 0.227
H -0.496 3.947 -0.114 0.06 -0.05 0.09 0.203
H -0.419 1.453 0.022 0.09 0.13 0.23 0.227
C 1.590 -0.770 1.674 -0.13 -0.03 0.05 -0.688
H 2.172 -0.598 2.582 0.00 -0.03 0.11 0.228
H 1.619 -1.836 1.461 0.00 0.03 0.04 0.267
H 0.565 -0.455 1.862 -0.05 -0.02 0.07 0.236
C 3.143 -1.918 -0.810 0.18 -0.31 -0.06 0.564
O 3.070 -2.809 0.013 0.09 -0.02 -0.05 -0.555
C 3.424 -2.298 -2.265 -0.24 -0.12 -0.22 -0.618
H 4.448 -2.033 -2.528 0.04 0.00 0.02 0.247
H 3.288 -3.374 -2.377 0.08 0.14 0.12 0.249
S 2.382 -1.433 -3.503 0.14 -0.32 -0.21 0.299
C 1.000 -1.071 -2.533 -0.16 0.42 -0.20 0.282
N 0.314 0.028 -2.546 1.22 -0.15 -0.91 -0.296
N -0.656 -0.111 -1.627 -1.12 -0.64 1.09 -0.300
C -0.520 -1.294 -1.097 0.32 0.64 -0.49 0.408
C -1.340 -1.856 -0.073 -1.08 0.33 0.44 0.222
C -2.525 -1.392 0.450 0.85 -0.18 -0.54 -0.253
C -2.905 -2.336 1.424 0.39 -0.56 0.14 -0.316
C -1.933 -3.294 1.422 -0.87 0.20 0.48 0.111
O -0.987 -3.015 0.521 0.61 -0.07 -0.34 -0.381
H -1.810 -4.190 1.997 0.11 -0.14 0.01 0.209
H -3.780 -2.303 2.039 -0.17 -0.05 0.17 0.236
H -3.040 -0.502 0.158 -0.11 0.25 -0.10 0.249
O 0.519 -1.968 -1.643 -0.41 -0.14 0.08 -0.411
H 3.864 0.596 -2.233 0.06 0.10 -0.20 0.226
H 1.750 3.477 -1.454 -0.06 0.14 -0.07 0.216
H 3.197 3.779 -0.476 0.02 0.12 -0.02 0.212
H 3.351 3.182 -2.130 0.01 0.04 -0.05 0.238
```
Forces are in eV/Å.

* SMILES: Cc1cc(C(=O)CSc2nnc(-c3ccco3)o2)c(C)n1C[C@@H]1COc2ccccc2O1
* gap between HOMO and LUMO: 8.60 eV
* E_HOMO: -8.15 eV

(3)
The following is a DFT calculation (ωB97M-V with the def2-TZVPD basis set) of a structure of composition C13H13F6N3O5PdS2Sb at a distorted geometry.

Geometry as XYZ:
```
44
Properties=species:S:1:pos:R:3:forces:R:3:mulliken_spin:R:1
Pd 0.036 0.261 0.444 0.46 -0.43 -1.29 0.651
O 4.879 -3.607 1.168 -0.32 0.26 -0.37 -0.003
C 4.026 -2.731 1.100 0.45 0.27 1.35 -0.002
C 4.177 -1.345 0.395 -0.39 -1.21 0.10 0.001
O 5.217 -0.860 -0.027 -0.29 -0.22 0.05 -0.004
C 2.794 -0.831 0.348 0.74 1.58 -0.50 0.012
C 2.015 -1.591 1.217 -3.09 -0.95 1.88 -0.012
O 0.752 -1.342 1.474 2.25 -0.76 0.47 0.091
C 2.698 -2.682 1.904 0.50 0.80 -1.70 0.005
O 2.245 -3.352 2.819 0.64 -0.38 -0.11 0.000
O 2.352 0.213 -0.211 0.71 -0.41 -0.39 0.016
S -0.875 1.814 -1.011 -0.60 0.35 0.66 0.089
C -2.328 1.927 -0.122 1.70 0.70 -1.11 -0.001
N -2.425 1.682 1.215 -1.03 0.86 -0.65 0.010
C -3.544 2.005 1.900 -0.44 -0.45 0.57 0.000
C -4.691 2.338 1.242 -0.11 -0.12 0.82 0.003
C -4.640 2.448 -0.149 -0.67 0.69 -1.09 0.009
C -3.450 2.400 -0.813 -1.47 -0.75 0.55 -0.013
H -1.567 1.462 1.696 0.49 -0.30 0.27 0.014
H -3.520 1.919 2.989 0.28 0.01 -0.47 0.001
H -5.610 2.537 1.792 0.32 -0.14 -0.11 0.001
H -5.573 2.639 -0.701 0.47 0.08 0.24 0.001
H -3.375 2.548 -1.873 0.08 0.06 -0.16 -0.002
C 1.095 -3.778 -2.800 -0.80 -0.61 0.33 -0.002
N 0.315 -3.201 -1.685 1.59 -0.40 -0.75 0.020
C -0.243 -1.971 -1.751 -1.73 -0.17 0.76 0.065
S -1.304 -1.485 -0.514 -0.29 -0.72 -0.47 0.024
N -0.227 -1.248 -2.898 -0.34 0.39 -0.18 0.017
C 0.908 -1.022 -3.764 0.09 0.70 -0.58 -0.003
H 1.199 -4.862 -2.649 0.06 0.31 0.35 0.000
H 2.091 -3.349 -2.900 -0.04 0.08 -0.16 0.001
H 0.499 -3.717 -3.722 0.34 0.30 0.25 0.001
H 0.566 -3.564 -0.766 -0.47 0.53 -0.23 0.000
H -0.834 -0.438 -2.822 0.15 -0.21 0.32 -0.003
H 1.062 -1.906 -4.383 0.53 0.30 0.02 0.001
H 1.784 -0.707 -3.177 0.02 -0.30 -0.31 0.001
H 0.653 -0.184 -4.460 0.13 -0.61 0.64 -0.001
F 0.271 1.584 2.321 -0.12 1.77 0.75 -0.010
Sb 0.434 3.406 3.063 0.71 -0.98 -0.33 0.019
F 0.513 5.069 3.980 0.17 -0.23 -0.13 0.000
F 0.241 2.477 4.723 0.09 0.55 -0.25 0.001
F -1.496 3.603 2.998 0.72 -0.15 0.01 0.002
F 2.357 3.146 3.046 -1.39 0.44 0.17 0.001
F 0.524 4.298 1.366 -0.08 -0.53 0.81 0.000
```
Forces are in eV/Å.

* gap between HOMO and LUMO (spin up / spin down): 4.88 / 5.08 eV
* <S²>: 0.76
* net charge: -2
* E_HOMO (spin up / spin down): -0.70 / -0.90 eV
* spin multiplicity: 2